Entry 1:
Here is a molecular structure, C17H42N6O3SSi2Zr in a non-equilibrium geometry from OMol25. Energies are from ωB97M-V with the def2-TZVPD basis set.

The geometry in XYZ format:
```
72
C17H42N6O3SSi2Zr (ωB97M-V with the def2-TZVPD basis set)
Zr -0.2895 -0.2449 -0.2234
N -0.8436 0.9461 1.6391
C -2.1974 1.5808 1.7380
C -3.3341 0.5815 1.6660
C -3.5628 -0.0306 0.2979
N -2.4687 -0.9913 -0.0458
H -0.6536 0.4035 2.4857
H -0.1314 1.6910 1.6634
H -2.2556 2.3112 0.9263
H -2.2405 2.1270 2.6835
H -4.2498 1.0948 1.9663
H -3.1886 -0.2098 2.4107
H -3.5786 0.7346 -0.4813
H -4.5146 -0.5648 0.2704
H -2.6896 -1.4181 -0.9496
H -2.5060 -1.7738 0.6136
C 3.9744 4.5523 2.3861
C 3.9160 3.1088 2.0655
N 4.9185 2.2923 2.0415
N 4.3780 1.0924 1.6992
C 3.0593 1.1266 1.5186
S 2.1914 -0.2744 1.0378
N 2.7450 2.4315 1.7605
N 1.4690 2.9807 1.6942
H 5.0084 4.8136 2.5929
H 3.3753 4.7891 3.2656
H 3.6204 5.1541 1.5486
H 4.9717 0.2824 1.5941
H 1.3328 3.5701 2.5111
H 1.3578 3.5410 0.8477
C 1.1852 3.8135 -2.3559
C -0.1665 3.3950 -1.8062
C -1.3187 3.7941 -2.7103
O -0.3595 3.9197 -0.4740
C -0.2043 1.8954 -1.5332
O -1.2977 1.2533 -1.4352
O 0.8525 1.2339 -1.2753
H 1.2215 4.9013 -2.4153
H 1.3441 3.4233 -3.3591
H 1.9982 3.4612 -1.7230
H -1.3466 4.8820 -2.7921
H -2.2718 3.4442 -2.3209
H -1.1834 3.3999 -3.7160
H -0.6967 4.8213 -0.5642
C 1.1850 -4.6146 1.4652
Si -0.2016 -3.4354 1.1164
C -1.8183 -4.3621 0.9364
C -0.4297 -2.3598 2.6593
C 0.2180 -2.3471 -0.3677
Si -0.0723 -2.9154 -2.1424
C -1.5051 -4.0783 -2.3490
C 1.4942 -3.6048 -2.8523
C -0.4799 -1.3267 -3.0830
H 0.9126 -5.2716 2.2919
H 2.0914 -4.0769 1.7456
H 1.4247 -5.2419 0.6071
H -2.1418 -4.6450 1.9393
H -1.6910 -5.2836 0.3728
H -2.6503 -3.8416 0.4617
H -0.4745 -3.0223 3.5248
H -1.3732 -1.8018 2.6755
H 0.3939 -1.6666 2.8404
H 1.3190 -2.2260 -0.3193
H -1.3340 -5.0291 -1.8499
H -1.6209 -4.2900 -3.4134
H -2.4596 -3.6892 -1.9927
H 1.8243 -4.4909 -2.3105
H 2.3039 -2.8749 -2.8111
H 1.3531 -3.8885 -3.8951
H -1.4967 -0.9426 -2.9453
H -0.3817 -1.4920 -4.1583
H 0.2405 -0.5174 -2.8898
```

The value obtained for the LUMO energy is -5.82 eV. As for the net charge: +2. The calculation puts the energy at -2251.1442 Ha. As for the gap between HOMO and LUMO: 0.321 Eh.

Entry 2:
Here is 3 unconnected molecules or ions with the total composition C11H18Cl4F5N4 in a non-equilibrium geometry from OMol25. Energies are from ωB97M-V with the def2-TZVPD basis set.

The geometry in XYZ format:
```
42
C11H18Cl4F5N4 (ωB97M-V with the def2-TZVPD basis set)
N 3.8675 -1.2244 -0.7126
C 2.9985 -0.2306 -0.4374
N 2.8835 0.5813 0.6412
C 1.8526 1.3971 0.4512
N 1.2591 1.1183 -0.7449
C 0.0694 1.7348 -1.3614
C -0.7885 0.6913 -2.1360
C -2.0299 0.1450 -1.3656
C -1.7637 -0.3589 0.0559
F -2.9483 -0.8625 0.5062
F -1.4491 0.6289 0.9371
C -0.7154 -1.5329 0.1844
F -1.2928 -2.5581 0.8229
F 0.3046 -1.1713 0.9746
F -0.2876 -2.0193 -0.9826
N 1.9956 0.1583 -1.2403
H 3.6363 -2.1851 -0.4995
H 4.7327 -1.0459 -1.2001
H 1.4952 2.1805 1.1777
H 0.3900 2.5222 -2.0699
H -0.4936 2.2548 -0.5720
H -0.1995 -0.1458 -2.5504
H -1.1810 1.2164 -3.0268
H -2.4488 -0.7006 -1.9385
H -2.7914 0.9412 -1.3485
H 1.9208 -0.3273 -2.1315
Cl 1.9203 6.0035 4.7825
C 3.0797 4.8238 4.1296
C 2.7390 4.4189 2.7167
Cl 1.2369 3.4477 2.6435
H 3.1016 3.9649 4.7979
H 4.0610 5.2966 4.1476
H 3.5373 3.8004 2.3053
H 2.6112 5.2850 2.0707
Cl -2.9056 -5.2087 -2.9284
C -3.2040 -4.5534 -1.2985
C -4.5227 -5.0146 -0.7284
Cl -5.9090 -4.3077 -1.5939
H -3.1544 -3.4673 -1.3583
H -2.3868 -4.8982 -0.6653
H -4.6041 -4.7003 0.3119
H -4.6167 -6.0980 -0.7660
```

The value obtained for the LUMO energy is -3.34 eV. As for the net charge: +1. The calculation puts the energy at -2988.8270 Ha. As for the gap between HOMO and LUMO: 0.338 Eh. The energy above the lowest of the compared OMol25 structures with the same formula, charge and spin comes out at 15.90 kcal per mole.

Entry 3:
Here is C5H7NO2 in the gas phase in a non-equilibrium geometry from OMol25. Energies are from ωB97M-V with the def2-TZVPD basis set.

The geometry in XYZ format:
```
15
C5H7NO2 (ωB97M-V with the def2-TZVPD basis set)
C -1.3849 1.5643 -0.5335
O -1.2553 0.7412 0.6195
C -0.1413 -0.0428 0.6982
C -0.1163 -1.3875 -0.1510
C 1.4228 -1.5468 -0.1474
N 2.1394 -0.5133 0.0725
C 1.2227 0.5558 0.5297
O 1.6060 1.6604 0.7328
H -0.7900 2.5748 -0.4985
H -2.4223 1.6435 -0.7156
H -0.9322 0.9281 -1.4208
H 0.0445 -0.2465 1.8720
H -0.5458 -1.2799 -1.1689
H -0.6796 -2.1476 0.4183
H 1.8322 -2.5036 -0.3074
```

The value obtained for the LUMO energy is 0.30 eV. As for the net charge: 0. The calculation puts the energy at -399.8919 Ha. As for the gap between HOMO and LUMO: 0.359 Eh. The energy above the lowest of the compared OMol25 structures with the same formula, charge and spin comes out at 46.24 kcal per mole.

Entry 4:
Here is 12 unconnected molecules or ions with the total composition C60H78N6O30 in a non-equilibrium geometry from OMol25. Energies are from ωB97M-V with the def2-TZVPD basis set.

The geometry in XYZ format:
```
174
C60H78N6O30 (ωB97M-V with the def2-TZVPD basis set)
O -1.4574 -0.1417 5.5053
N -0.7622 -0.0636 4.5419
O -0.6409 0.9131 3.8439
C -0.2179 -1.3354 3.9819
C -0.4979 -2.4935 4.6780
C 0.0476 -3.6784 4.2125
C 0.5938 -3.7382 2.9300
C 0.8732 -2.5551 2.2770
C 0.4788 -1.3204 2.8029
H -1.0903 -2.5761 5.5778
H -0.1498 -4.6219 4.7067
H 0.9565 -4.6792 2.5386
H 1.3410 -2.4818 1.3040
H 0.6227 -0.4123 2.2361
O 2.1570 -1.8950 -1.4864
N 1.0136 -2.2571 -1.2753
O 0.7298 -3.4367 -1.2163
C 0.0246 -1.2286 -0.9818
C -1.2496 -1.5697 -0.6090
C -2.1722 -0.6111 -0.2122
C -1.7636 0.7073 -0.1770
C -0.4598 1.0707 -0.5251
C 0.4323 0.0940 -0.9155
H -1.5631 -2.6079 -0.6225
H -3.1613 -0.9930 -0.0070
H -2.4484 1.4229 0.2738
H -0.2410 2.1304 -0.4724
H 1.4444 0.4193 -1.1067
O -1.1172 7.9499 5.2850
N -0.9116 7.9739 4.0728
O -0.4418 8.9351 3.4754
C -1.2692 6.7657 3.3564
C -1.8061 6.8452 2.0756
C -1.9953 5.6953 1.3388
C -1.8392 4.4608 1.9570
C -1.4119 4.4150 3.2646
C -1.0048 5.5476 3.9512
H -2.0475 7.8380 1.7128
H -2.4070 5.7600 0.3380
H -1.9155 3.5956 1.3116
H -1.1368 3.4495 3.6818
H -0.5705 5.4000 4.9286
O 6.1137 -2.1509 -3.4730
N 6.9940 -2.2896 -2.6981
O 8.1624 -2.1333 -2.9451
C 6.6569 -2.9215 -1.4437
C 5.3482 -2.9380 -1.0272
C 4.9130 -3.6599 0.0529
C 5.9039 -4.3838 0.7307
C 7.2297 -4.3271 0.3546
C 7.6437 -3.5095 -0.6880
H 4.6247 -2.4511 -1.6781
H 3.8814 -3.8771 0.2860
H 5.6606 -4.9583 1.6176
H 7.9113 -5.0152 0.8370
H 8.6449 -3.3533 -1.0704
O -4.5724 -7.3075 1.3619
N -3.6266 -6.5805 1.5450
O -2.4788 -6.9153 1.6542
C -3.9263 -5.1789 1.7880
C -5.1697 -4.8134 2.2742
C -5.4061 -3.5066 2.6938
C -4.3749 -2.5827 2.5834
C -3.1200 -2.9606 2.1640
C -2.9078 -4.2551 1.7364
H -5.9784 -5.5253 2.3669
H -6.4233 -3.3187 3.0060
H -4.5299 -1.6088 3.0456
H -2.2665 -2.3018 2.2753
H -1.9661 -4.5559 1.2889
O 0.7063 -9.0368 3.0157
N 0.3994 -7.9636 2.5756
O -0.1539 -7.1090 3.1951
C 0.8089 -7.6293 1.2290
C 0.2488 -6.5426 0.5987
C 0.5541 -6.2539 -0.7228
C 1.3448 -7.1441 -1.4417
C 1.8051 -8.3003 -0.8463
C 1.5590 -8.5301 0.5028
H -0.3821 -5.8589 1.1436
H 0.0563 -5.4157 -1.1879
H 1.5447 -6.8425 -2.4662
H 2.2709 -9.0892 -1.4204
H 1.9601 -9.4724 0.8507
C -6.6133 5.7987 -2.4107
C -5.5623 6.4600 -3.2929
O -4.4862 5.6365 -3.5841
C -3.4923 5.5345 -2.7098
O -3.4369 6.0915 -1.6424
O -2.5248 4.8487 -3.2872
C -1.2942 4.7014 -2.6384
H -6.3719 5.9470 -1.3623
H -6.7663 4.7459 -2.6483
H -7.5898 6.2481 -2.6110
H -5.2413 7.3624 -2.7589
H -6.0435 6.9114 -4.1582
H -1.2797 3.8818 -1.9228
H -1.0427 5.5938 -2.0684
H -0.5372 4.5338 -3.3952
C -3.5733 2.5550 5.4023
C -4.0871 1.4337 4.5273
O -5.3588 1.9164 3.9995
C -5.3642 2.4149 2.7880
O -4.5313 2.4241 1.9630
O -6.5553 2.9562 2.6207
C -6.6351 3.8525 1.5428
H -2.6827 2.2484 5.9562
H -4.2582 2.9322 6.1620
H -3.3435 3.4021 4.7559
H -4.2561 0.4866 5.0379
H -3.4078 1.2128 3.7013
H -6.0026 4.7359 1.6492
H -7.6471 4.1794 1.3284
H -6.2799 3.3731 0.6230
C 6.4853 1.3437 1.1909
C 5.3510 0.5261 0.5432
O 4.4737 1.4019 -0.1485
C 4.4803 1.5050 -1.4660
O 5.2067 0.9115 -2.2278
O 3.5381 2.3931 -1.8185
C 3.1566 2.4347 -3.1946
H 6.0653 2.1334 1.8035
H 7.0096 1.7793 0.3378
H 7.1087 0.6515 1.7524
H 4.8321 -0.0270 1.3352
H 5.7155 -0.2617 -0.1163
H 3.8384 3.0685 -3.7597
H 2.1207 2.7838 -3.2236
H 3.0611 1.4643 -3.6911
C 0.6087 8.6882 -0.4149
C 1.2560 7.8356 0.6546
O 0.9475 6.4612 0.5390
C 1.2384 5.7915 -0.5350
O 0.8391 4.6913 -0.6895
O 2.1059 6.4298 -1.2992
C 2.5741 5.7260 -2.4506
H 1.0623 8.5576 -1.3968
H 0.7119 9.7421 -0.1447
H -0.4661 8.5111 -0.4815
H 0.8842 8.2188 1.6071
H 2.3338 7.9854 0.7412
H 1.7106 5.3389 -2.9806
H 3.2807 4.9291 -2.2347
H 3.1236 6.4578 -3.0366
C 9.4120 -5.5239 -4.4781
C 8.0450 -6.1625 -4.5533
O 7.0603 -5.2943 -4.0518
C 5.7836 -5.5958 -4.2140
O 5.3202 -6.3813 -4.9743
O 5.1113 -4.8022 -3.4159
C 3.6911 -4.8198 -3.4149
H 9.6990 -5.0489 -3.5330
H 9.5443 -4.7008 -5.1857
H 10.1656 -6.2792 -4.7100
H 8.0033 -7.1721 -4.1314
H 7.9573 -6.4047 -5.6258
H 3.3621 -4.0771 -2.6991
H 3.2834 -5.7868 -3.1054
H 3.3574 -4.6441 -4.4386
C -3.6676 0.3157 -4.3448
C -4.7270 -0.4438 -3.5529
O -4.8482 0.2192 -2.2981
C -5.6313 -0.3494 -1.4142
O -6.1778 -1.3878 -1.5031
O -5.8156 0.5411 -0.4489
C -6.3017 0.0830 0.7945
H -4.1041 1.2585 -4.6845
H -3.4320 -0.1858 -5.2864
H -2.7571 0.4500 -3.7680
H -4.4249 -1.4942 -3.5296
H -5.6887 -0.3861 -4.0698
H -6.7058 -0.9105 0.9803
H -6.9996 0.8591 1.0996
H -5.5328 0.1086 1.5773
```

The value obtained for the LUMO energy is -1.18 eV. As for the net charge: 0. The calculation puts the energy at -4918.2813 Ha. As for the gap between HOMO and LUMO: 0.314 Eh. The energy above the lowest of the compared OMol25 structures with the same formula, charge and spin comes out at 0.00 kcal per mole.

Question: Number 2 is which compound?
Answer: C11H18Cl4F5N4